<a>
DFT (ωB97M-V/def2-TZVPD) results for an isolated ion of composition C4H13N2 and charge +2.

* Kohn-Sham gap (alpha / beta): 14.520 / 8.573 eV
* 2S+1: 2
* HOMO energy (alpha / beta): -0.8010 / -0.8033 Eh
* charge: +2
* E_LUMO (alpha / beta): -7.276 / -13.286 eV

Positions of all 19 atoms, in Å:
1 C -1.36 0.72 0.26
2 N -2.60 0.10 -0.21
3 C -0.16 -0.10 -0.28
4 N 1.10 0.65 0.17
5 C 2.43 0.17 -0.34
6 C -0.14 -1.50 0.30
7 H -1.44 0.63 1.35
8 H -1.34 1.78 -0.03
9 H -3.45 0.48 0.23
10 H -2.70 0.10 -1.23
11 H -0.13 -0.03 -1.37
12 H 1.13 0.61 1.19
13 H 0.97 1.64 -0.05
14 H 3.08 1.04 -0.25
15 H 2.37 -0.12 -1.38
16 H 2.80 -0.65 0.26
17 H -1.07 -1.98 0.00
18 H -0.20 -1.44 1.39
19 H 0.70 -2.10 -0.02

Löwdin population analysis, charges in e, atoms 1 to 5: C -0.0993; N 0.3708; C -0.2876; N 0.0345; C 0.0503

=====

<b>
DFT (ωB97M-V/def2-TZVPD) results for an isolated ion of composition C4H13N2 and charge +2.

* Kohn-Sham gap (alpha / beta): 13.097 / 7.392 eV
* 2S+1: 2
* HOMO energy (alpha / beta): -0.7594 / -0.7560 Eh
* charge: +2
* E_LUMO (alpha / beta): -7.567 / -13.179 eV

Positions of all 19 atoms, in Å:
1 N -0.93 -1.60 0.88
2 C -1.61 -0.78 -0.18
3 C -1.09 0.75 -0.30
4 N 0.12 1.03 0.41
5 C 1.35 1.14 -0.39
6 C 2.16 -0.20 -0.53
7 H -0.84 -2.57 0.53
8 H -1.51 -1.56 1.73
9 H 0.03 -1.34 1.16
10 H -1.57 -1.20 -1.22
11 H -2.68 -0.73 0.02
12 H -1.93 1.43 -0.13
13 H -0.87 0.70 -1.39
14 H 0.08 1.99 0.83
15 H 2.02 1.88 0.09
16 H 1.25 1.63 -1.38
17 H 1.55 -1.07 -0.35
18 H 2.78 -0.22 -1.42
19 H 2.83 -0.25 0.32

Löwdin population analysis, charges in e, atoms 1 to 5: N 0.2133; C -0.0604; C -0.0844; N 0.1596; C -0.1524

=====

Most stable: <a>

=====

<a>
DFT (ωB97M-V/def2-TZVPD) results for one molecule with the formula C3H5N3.

* Kohn-Sham gap: 8.758 eV
* HOMO energy: -0.3081 Eh
* charge: 0
* E_LUMO: 0.374 eV

Positions of all 11 atoms, in Å:
1 H 0.56 2.57 -0.09
2 N 0.47 1.55 -0.01
3 N 1.60 1.09 0.23
4 C 1.66 -0.35 0.29
5 C 0.59 -1.08 -0.02
6 C -0.61 -0.71 -0.47
7 N -1.81 -0.75 0.17
8 H 2.65 -0.72 0.53
9 H -0.68 -0.44 -1.53
10 H -1.82 -0.82 1.17
11 H -2.61 -0.33 -0.26

Löwdin population analysis, charges in e, atoms 1 to 5: H 0.0609; N 0.0336; N -0.0588; C -0.1972; C -0.0579

=====

<b>
DFT (ωB97M-V/def2-TZVPD) results for one molecule with the formula C3H5N3.

* Kohn-Sham gap: 8.157 eV
* HOMO energy: -0.2849 Eh
* charge: 0
* E_LUMO: 0.405 eV

Positions of all 11 atoms, in Å:
1 C 0.89 1.38 -0.73
2 C -0.17 0.37 0.09
3 C -0.05 -0.96 0.19
4 N -1.16 -1.61 0.87
5 N -2.13 -1.06 1.34
6 N -0.61 1.52 0.20
7 H 0.77 1.06 -1.77
8 H 1.80 1.02 -0.25
9 H 0.90 2.47 -0.67
10 H 0.77 -1.55 -0.19
11 H -1.01 -2.64 0.92

Löwdin population analysis, charges in e, atoms 1 to 5: C -0.0105; C -0.4065; C -0.1031; N -0.2556; N 0.0398

=====

Most stable: <a>

=====

<a>
DFT (ωB97M-V/def2-TZVPD) results for one molecule with the formula C3H5N3.

* Kohn-Sham gap: 9.662 eV
* HOMO energy: -0.3231 Eh
* charge: 0
* E_LUMO: 0.869 eV

Positions of all 11 atoms, in Å:
1 N -1.82 -0.09 0.30
2 C -0.46 0.09 0.01
3 C 0.44 -0.95 -0.17
4 C 1.71 -0.31 0.04
5 N 1.58 0.99 0.20
6 N 0.25 1.23 0.12
7 H -1.87 -0.93 0.88
8 H -2.48 -0.19 -0.46
9 H 0.02 -1.27 -1.12
10 H 2.68 -0.76 0.23
11 H -0.05 2.18 -0.03

Löwdin population analysis, charges in e, atoms 1 to 5: N 0.0950; C -0.4077; C -0.0884; C -0.1764; N 0.0224

=====

<b>
DFT (ωB97M-V/def2-TZVPD) results for one molecule with the formula C3H5N3.

* Kohn-Sham gap: 10.929 eV
* HOMO energy: -0.3588 Eh
* charge: 0
* E_LUMO: 1.166 eV

Positions of all 11 atoms, in Å:
1 C 0.16 1.68 -0.01
2 C 0.04 0.19 0.10
3 C 0.93 -0.87 -0.16
4 N 0.25 -2.02 -0.14
5 N -0.98 -1.63 0.14
6 N -1.17 -0.34 0.30
7 H -0.13 2.17 0.93
8 H 1.17 2.01 -0.29
9 H -0.53 2.00 -0.79
10 H 2.00 -0.90 -0.31
11 H -1.72 -2.30 0.22

Löwdin population analysis, charges in e, atoms 1 to 5: C -0.0493; C -0.3509; C -0.1124; N 0.0457; N -0.1023

=====

<c>
DFT (ωB97M-V/def2-TZVPD) results for C3H5N3 as an isolated structure.

* Kohn-Sham gap: 7.766 eV
* HOMO energy: -0.2854 Eh
* charge: 0
* E_LUMO: -0.002 eV

Positions of all 11 atoms, in Å:
1 C -1.78 0.04 0.05
2 C -0.18 -0.31 0.24
3 C 0.83 0.41 -0.29
4 N 2.16 -0.12 -0.07
5 N 2.46 -1.14 0.54
6 N -0.73 -1.23 0.87
7 H -1.96 -0.10 -1.01
8 H -1.77 1.08 0.37
9 H -2.55 -0.47 0.63
10 H 0.72 1.33 -0.84
11 H 2.88 0.50 -0.51

Löwdin population analysis, charges in e, atoms 1 to 5: C -0.0063; C -0.4376; C -0.1053; N -0.2558; N 0.0421

=====

<d>
DFT (ωB97M-V/def2-TZVPD) results for one molecule with the formula C3H5N3.

* Kohn-Sham gap: 10.256 eV
* HOMO energy: -0.3729 Eh
* charge: 0
* E_LUMO: 0.109 eV

Positions of all 11 atoms, in Å:
1 C -1.20 0.40 0.35
2 C 0.06 0.27 -0.54
3 C 1.33 0.16 0.24
4 N 1.69 -1.06 0.36
5 N 0.74 -1.84 -0.42
6 N -0.08 -1.11 -1.00
7 H -2.04 -0.08 -0.17
8 H -1.03 -0.14 1.28
9 H -1.45 1.44 0.56
10 H 0.07 1.00 -1.35
11 H 1.93 0.96 0.67

Löwdin population analysis, charges in e, atoms 1 to 5: C -0.0552; C -0.3604; C -0.1384; N 0.0471; N -0.0001

=====

Most stable: <b>

=====

<a>
DFT (ωB97M-V/def2-TZVPD) results for a 2-piece molecular cluster, C3H5N3 overall.

* Kohn-Sham gap: 11.042 eV
* HOMO energy: -0.3759 Eh
* charge: 0
* E_LUMO: 0.812 eV

Positions of all 11 atoms, in Å:
1 C 0.62 -0.40 1.56
2 N 1.15 -0.10 0.24
3 C 0.74 -0.41 -0.85
4 N 0.32 -0.53 -2.01
5 H 1.44 -0.38 2.28
6 H -0.12 0.36 1.83
7 H 0.14 -1.39 1.60
8 H 0.66 -1.32 -2.55
9 C -1.72 1.39 -0.71
10 N -2.09 1.72 0.33
11 H -1.34 1.05 -1.65

Löwdin population analysis, charges in e, atoms 1 to 5: C -0.1023; N 0.0490; C -0.3315; N 0.1096; H 0.0722

=====

<b>
DFT (ωB97M-V/def2-TZVPD) results for C3H5N3 as an isolated structure.

* Kohn-Sham gap: 10.345 eV
* HOMO energy: -0.3586 Eh
* charge: 0
* E_LUMO: 0.587 eV

Positions of all 11 atoms, in Å:
1 C 0.98 -0.59 -1.16
2 N 0.35 0.22 -0.17
3 C -0.99 -0.06 -0.15
4 N -1.48 0.18 1.04
5 C -0.43 0.76 1.65
6 N 0.72 0.81 0.96
7 H 1.83 -0.07 -1.68
8 H 1.32 -1.56 -0.81
9 H -0.26 -1.07 -1.25
10 H -1.53 0.20 -1.06
11 H -0.51 1.17 2.63

Löwdin population analysis, charges in e, atoms 1 to 5: C -0.0442; N -0.2351; C -0.2669; N 0.0930; C -0.2218

=====

Most stable: <a>

=====

<a>
DFT (ωB97M-V/def2-TZVPD) results for one molecule with the formula C3H5N3.

* Kohn-Sham gap: 10.937 eV
* HOMO energy: -0.3633 Eh
* charge: 0
* E_LUMO: 1.051 eV

Positions of all 11 atoms, in Å:
1 C 1.70 -0.09 -0.21
2 C 0.25 0.20 0.18
3 C -0.83 -0.34 -0.72
4 N -1.98 -0.05 -0.20
5 N -1.76 0.67 0.89
6 N -0.33 0.78 1.20
7 H 1.73 -1.17 -0.40
8 H 1.90 0.40 -1.18
9 H 2.54 0.15 0.45
10 H -0.86 -0.91 -1.66
11 H -2.37 0.33 1.63

Löwdin population analysis, charges in e, atoms 1 to 5: C -0.0473; C -0.3242; C -0.1148; N -0.0079; N -0.0754

=====

<b>
DFT (ωB97M-V/def2-TZVPD) results for a 2-piece molecular cluster, C3H5N3 overall.

* Kohn-Sham gap (alpha / beta): 7.880 / 7.803 eV
* HOMO energy (alpha / beta): -0.2807 / -0.2737 Eh
* charge: 0
* E_LUMO (alpha / beta): 0.243 / 0.356 eV

Positions of all 11 atoms, in Å:
1 C -0.29 -0.04 -2.10
2 C -1.40 0.00 0.29
3 C 0.49 -0.69 -1.13
4 N -0.89 0.44 -2.95
5 N -0.87 0.59 1.20
6 N 1.54 0.08 -0.72
7 H -2.42 0.06 -0.23
8 H 0.39 -1.69 -1.14
9 H -1.23 1.29 1.83
10 H 1.37 1.09 -0.67
11 H 2.03 -0.16 0.14

Löwdin population analysis, charges in e, atoms 1 to 5: C -0.3319; C -0.1037; C -0.2195; N 0.1438; N 0.0300

=====

Most stable: <a>

=====

<a>
DFT (ωB97M-V/def2-TZVPD) results for a 2-piece molecular cluster, C7H11N3O overall.

* Kohn-Sham gap: 9.558 eV
* HOMO energy: -0.3370 Eh
* charge: 0
* E_LUMO: 0.387 eV

Positions of all 22 atoms, in Å:
1 C -2.28 2.26 0.40
2 C -1.50 1.41 -0.35
3 C -1.28 1.13 1.83
4 C -1.61 -2.30 -0.25
5 C 1.88 0.90 -0.90
6 C 0.95 -0.37 -0.78
7 C 0.16 -0.29 0.51
8 N -2.16 2.07 1.71
9 N -0.87 0.67 0.66
10 N -1.05 -1.87 0.86
11 O -1.24 -2.19 -1.37
12 H -2.93 2.96 -0.03
13 H -1.10 1.44 -1.30
14 H -1.01 0.80 2.82
15 H -2.55 -2.89 0.14
16 H 1.15 1.72 -0.59
17 H 2.30 0.88 -1.93
18 H 2.65 0.87 -0.15
19 H 1.58 -1.20 -0.78
20 H 0.27 -0.35 -1.56
21 H 0.65 -0.19 1.48
22 H -1.43 -1.69 1.76

Löwdin population analysis, charges in e, atoms 1 to 5: C -0.1509; C -0.0091; C -0.2123; C -0.5241; C -0.0640

=====

<b>
DFT (ωB97M-V/def2-TZVPD) results for one molecule with the formula C7H11N3O.

* Kohn-Sham gap: 10.378 eV
* HOMO energy: -0.3749 Eh
* charge: 0
* E_LUMO: 0.176 eV

Positions of all 22 atoms, in Å:
1 C 1.37 -1.46 -0.14
2 C -0.03 -1.00 0.40
3 C -1.06 -0.96 -0.79
4 C -0.43 -1.95 1.50
5 C 0.04 0.52 0.90
6 O -0.20 0.68 2.09
7 N 0.29 1.53 0.00
8 C -0.07 2.87 0.26
9 N -0.05 3.55 -0.85
10 C 0.41 2.69 -1.78
11 N 0.59 1.50 -1.34
12 H 2.04 -1.40 0.66
13 H 1.37 -2.55 -0.44
14 H 1.72 -0.75 -0.87
15 H -1.32 -1.95 -1.03
16 H -0.67 -0.27 -1.48
17 H -2.11 -0.71 -0.66
18 H -0.30 -1.58 2.54
19 H 0.10 -2.90 1.40
20 H -1.55 -2.15 1.34
21 H -0.48 3.30 1.13
22 H 0.33 2.99 -2.84

Löwdin population analysis, charges in e, atoms 1 to 5: C -0.0438; C -0.4647; C -0.0420; C -0.0542; C -0.3142

=====

Most stable: <b>